Record 1
50
Properties=species:S:1:pos:R:3 method="wB97M-V/def2-TZVPD" e_above_lowest_kj_mol=672.9 smiles="O=C(NCCN1CCN(/C(O)=C2/COCCO2)CC1)c1ccc(F)cc1" spin_multiplicity=1 homo_lumo_gap_ev=8.22 homo_energy_ha=-0.280
O 4.1338 1.5019 -0.4572
C 2.9701 1.1428 -0.3764
N 2.5220 0.3281 0.6004
C 3.3411 -0.1606 1.7144
C 2.6218 0.0845 3.0425
N 1.1560 -0.3713 2.9067
C 0.0353 0.5320 3.0444
C -0.6057 0.5347 1.6781
N -1.2141 -0.7844 1.3849
C -2.2997 -0.8012 0.4788
O -3.4439 -0.4495 1.0923
C -2.3182 -1.0474 -0.8822
C -3.6885 -1.1426 -1.6343
O -3.7334 -1.8902 -2.8852
C -2.5877 -2.5530 -3.1902
C -1.3124 -1.6737 -2.9503
O -1.1435 -1.3679 -1.5523
C -0.1916 -1.9363 1.5616
C 0.7389 -1.8261 2.8155
C 2.0279 1.8877 -1.2210
C 1.9495 3.2873 -1.3042
C 0.9413 3.8782 -2.0630
C -0.1025 3.1274 -2.4536
F -1.0487 3.6755 -3.2504
C -0.1308 1.7513 -2.2030
C 1.0028 1.0752 -1.7776
H 1.5428 0.0471 0.5236
H 3.7279 -1.1520 1.5236
H 4.3216 0.3455 1.8543
H 2.8524 1.1752 3.4093
H 3.0600 -0.6188 3.7386
H 0.2604 1.5166 3.4371
H -0.6802 0.1519 3.8251
H -1.3245 1.3006 1.5588
H 0.0838 0.8296 0.9143
H -3.2819 -0.3110 2.0450
H -3.9449 -0.0632 -1.8955
H -4.3879 -1.4800 -0.8417
H -2.6022 -3.4466 -2.4903
H -2.6503 -2.7050 -4.2621
H -0.3993 -2.2336 -3.2642
H -1.3606 -0.7584 -3.5543
H -0.5324 -2.9503 1.5954
H 0.5292 -1.8341 0.7238
H 1.5870 -2.6401 2.6621
H 0.2136 -2.1561 3.7281
H 2.6563 3.9775 -0.7933
H 0.7796 4.9476 -2.0176
H -1.0610 1.2576 -2.6484
H 0.9910 -0.0021 -1.8907

=====

Record 2
190
Properties=species:S:1:pos:R:3 method="wB97M-V/def2-TZVPD" charge=-1 s2=8.754 spin_multiplicity=6 homo_lumo_gap_ev="6.68 / 7.01" homo_energy_ha="-0.173 / -0.185"
Mn -1.7126 -1.6685 -1.6626
O -1.4165 -1.7558 0.3847
C -0.1673 -1.1732 0.5551
C 0.2593 -0.1337 -0.4866
O -0.0594 -0.4214 -1.8179
H 0.6094 -1.9630 0.6894
H -0.1140 -0.6556 1.5439
H 1.3529 0.0253 -0.3944
H -0.1989 0.8411 -0.1943
B -1.2196 -3.4155 -3.0709
H -2.3442 -3.0466 -3.1281
H -0.8822 -3.4757 -1.9273
H -1.1165 -4.5243 -3.5253
H -0.4786 -2.6739 -3.6720
C 6.2389 -1.5780 6.7325
O 5.2237 -2.1955 5.9718
C 3.9416 -1.9309 6.4598
C 2.9291 -2.7497 5.7260
O 2.8728 -2.3301 4.3853
C 1.6846 -2.7526 3.7503
H 5.9487 -0.5627 7.0304
H 7.1388 -1.5847 6.1258
H 6.4161 -2.1193 7.6740
H 3.7008 -0.8593 6.3665
H 3.8519 -2.1159 7.5445
H 1.9668 -2.5828 6.2341
H 3.1884 -3.8150 5.7334
H 0.8778 -2.0501 3.9746
H 1.3677 -3.7372 4.1191
H 1.8631 -2.7974 2.6795
C -1.6846 -2.5909 4.9196
O -2.6102 -1.5334 4.8075
C -2.8462 -1.0812 3.4924
C -3.6215 -2.0431 2.6414
O -4.8888 -2.3459 3.2248
C -5.5794 -3.3072 2.4821
H -2.2329 -3.4740 5.2687
H -0.9022 -2.3466 5.6412
H -1.2165 -2.8784 3.9739
H -1.8865 -0.9066 2.9843
H -3.3265 -0.0994 3.5115
H -3.0627 -2.9853 2.6056
H -3.7282 -1.6174 1.6436
H -6.0545 -2.8830 1.5823
H -6.3966 -3.6832 3.1007
H -4.9225 -4.1332 2.1841
C -2.0915 -0.0856 -9.5393
O -1.2136 0.0248 -8.4594
C -1.2659 1.2889 -7.8740
C -0.6792 1.2894 -6.4492
O 0.2142 0.2233 -6.2913
C 1.0779 0.4460 -5.1909
H -2.0976 -1.1107 -9.8996
H -1.8144 0.6022 -10.3528
H -3.1165 0.1840 -9.2427
H -2.2814 1.7110 -7.8314
H -0.7034 2.0095 -8.4929
H -1.5022 1.1940 -5.7301
H -0.1360 2.2351 -6.3292
H 0.4677 0.5144 -4.2830
H 1.6064 1.3926 -5.3670
H 1.7895 -0.3690 -5.1078
C -2.4727 3.2666 -0.1584
O -1.9989 4.3142 0.6444
C -2.8086 5.4631 0.5403
C -2.3089 6.5107 1.4826
O -1.3169 7.2861 0.8387
C -0.8091 8.3222 1.6582
H -2.0569 2.2999 0.1278
H -2.3204 3.4548 -1.2268
H -3.5585 3.1759 0.0215
H -3.8625 5.2013 0.7016
H -2.7129 5.8787 -0.4741
H -1.8990 6.0301 2.3826
H -3.1152 7.1702 1.8378
H -0.7938 8.0117 2.7102
H -1.3884 9.2427 1.5546
H 0.2341 8.4654 1.3781
C -0.2819 8.3496 -3.8601
O 0.1760 7.1202 -3.3956
C -0.2816 6.8445 -2.0846
C 0.3753 5.5905 -1.5772
O 0.1502 4.5080 -2.4213
C 0.6605 3.2961 -1.8762
H 0.2574 9.1980 -3.4116
H -1.3602 8.4727 -3.6869
H -0.1136 8.4228 -4.9363
H -1.3697 6.6984 -2.1107
H -0.0568 7.6870 -1.4229
H -0.0096 5.4359 -0.5547
H 1.4504 5.7174 -1.3488
H 0.3685 2.5087 -2.5720
H 0.1942 3.0206 -0.9279
H 1.7490 3.3821 -1.8342
C 2.3285 0.7375 2.8587
O 2.1557 2.1346 2.8891
C 1.6508 2.7096 1.7258
C 1.3319 4.1394 1.9842
O 2.5465 4.8715 2.1655
C 2.2993 6.1898 2.5457
H 2.8662 0.4389 1.9532
H 1.3618 0.2417 2.9860
H 2.9530 0.4520 3.7052
H 0.6807 2.2379 1.4798
H 2.3025 2.5764 0.8534
H 0.7163 4.2110 2.8915
H 0.7770 4.6099 1.1677
H 3.2540 6.6967 2.7095
H 1.7811 6.2612 3.5150
H 1.7463 6.7454 1.7759
C 1.4557 -6.1047 -3.6949
O 1.4081 -4.7103 -3.8470
C 2.4086 -3.9989 -3.1855
C 2.1875 -3.9653 -1.6791
O 3.4153 -3.6233 -1.0555
C 3.3080 -3.5513 0.3415
H 1.2247 -6.5734 -4.6564
H 0.6768 -6.4523 -3.0035
H 2.4225 -6.4670 -3.3298
H 2.3740 -2.9541 -3.5026
H 3.4052 -4.3575 -3.4840
H 1.8352 -4.9424 -1.3099
H 1.4250 -3.2175 -1.4269
H 4.2279 -3.1585 0.7670
H 3.1145 -4.5468 0.7746
H 2.4451 -2.9336 0.6291
C 7.9381 -2.1402 -2.2457
O 7.4857 -1.0646 -3.0088
C 6.3327 -1.3604 -3.7846
C 5.0545 -1.5740 -3.0030
O 4.6629 -0.3534 -2.4569
C 3.3872 -0.3778 -1.8479
H 8.7199 -1.7714 -1.5774
H 8.3629 -2.9451 -2.8635
H 7.1932 -2.5946 -1.5809
H 6.5407 -2.1808 -4.4878
H 6.1927 -0.4895 -4.4329
H 5.2327 -2.3478 -2.2471
H 4.3120 -1.9774 -3.7049
H 2.6026 -0.6284 -2.5765
H 3.1916 0.6189 -1.4612
H 3.3283 -1.1219 -1.0479
C -2.8604 1.0568 -3.0456
O -3.1151 -0.1323 -2.3058
C -4.4972 -0.4315 -2.2158
C -4.6482 -1.3583 -1.0185
O -3.8318 -2.4837 -1.2492
C -4.4617 -3.7151 -1.5994
H -1.7885 1.2422 -3.0583
H -3.3930 1.8675 -2.5437
H -3.1882 0.9405 -4.0828
H -4.8635 -0.9103 -3.1290
H -5.0770 0.4752 -1.9970
H -5.6658 -1.6224 -0.7152
H -4.2391 -0.8260 -0.1516
H -3.6460 -4.4260 -1.6954
H -4.9643 -3.6019 -2.5627
H -5.1452 -4.0168 -0.8032
C 1.6547 -7.5483 0.3605
O 0.9746 -7.5828 -0.8839
C -0.4192 -7.8026 -0.7924
C -1.2245 -6.5811 -0.4278
O -1.0940 -6.2577 0.9303
C -0.9945 -4.8685 1.1908
H 2.0674 -8.5406 0.5914
H 1.0322 -7.2198 1.1874
H 2.5000 -6.8643 0.2610
H -0.6160 -8.6299 -0.0944
H -0.7435 -8.1393 -1.7808
H -2.2880 -6.7465 -0.6659
H -0.9088 -5.7704 -1.1016
H -1.9638 -4.4078 1.3793
H -0.5452 -4.3886 0.3214
H -0.3140 -4.7094 2.0301
C -4.4840 5.0348 6.5251
O -3.2737 4.8611 5.8251
C -3.4600 4.3349 4.5251
C -2.2101 3.6414 4.0765
O -1.9780 2.5302 4.8819
C -0.8981 1.7310 4.4382
H -4.2531 5.5118 7.4759
H -4.8988 4.0497 6.7825
H -5.2131 5.6159 5.9530
H -3.6447 5.1703 3.8326
H -4.3007 3.6323 4.4958
H -1.3587 4.3397 4.1116
H -2.3583 3.3248 3.0321
H -0.9682 1.3431 3.4153
H -0.7975 0.9466 5.1828
H 0.0051 2.3585 4.4757

=====

Record 3
13
Properties=species:S:1:pos:R:3 method="wB97M-V/def2-TZVPD" e_above_lowest_kj_mol=524.7 smiles=C#CC[C@H](O)C#C spin_multiplicity=1 homo_lumo_gap_ev=10.55 homo_energy_ha=-0.371
C -0.4688 -1.8020 -1.4733
C -0.0765 -0.7063 -1.1436
C 0.4430 0.6091 -0.7250
C 0.6559 0.7964 0.8188
O 1.3248 -0.3186 1.3277
C -0.6146 1.0596 1.6260
C -1.6076 0.5198 1.1788
H -0.8270 -2.7700 -1.7594
H 1.4395 0.7181 -1.1647
H -0.1800 1.3995 -1.1587
H 1.2926 1.6634 0.9274
H 0.8881 -1.1171 0.9846
H -2.2521 -0.0608 0.5741

=====

Record 4
64
Properties=species:S:1:pos:R:3 method="wB97M-V/def2-TZVPD" e_above_lowest_kj_mol=0.0 charge=+1 spin_multiplicity=1 homo_lumo_gap_ev="5.62 / 5.62" homo_energy_ha="-0.329 / -0.329"
Pt -0.0824 -0.2030 0.1066
C -2.4871 4.1416 1.8417
S -0.9528 3.6500 2.6658
C -0.6848 2.0795 1.8868
S -0.6744 2.0025 0.1687
N -0.4759 1.0950 2.7084
N -0.2212 -0.0827 2.0272
C 0.0476 -1.1421 2.7076
C 0.2864 -2.3649 1.9376
C 0.6042 -3.5799 2.5167
C 0.8027 -4.6778 1.6922
C 0.6787 -4.5263 0.3221
C 0.3649 -3.2763 -0.1890
N 0.1666 -2.2270 0.5972
H -2.7679 5.0940 2.2874
H -3.2697 3.4117 2.0333
H -2.3398 4.2735 0.7735
H 0.0816 -1.1004 3.7882
H 0.6995 -3.6557 3.5903
H 1.0554 -5.6391 2.1175
H 0.8290 -5.3581 -0.3503
H 0.2691 -3.0942 -1.2511
F -2.3532 -0.0297 -6.1660
C -1.0480 0.1001 -5.8321
C -0.6940 -0.0718 -4.5262
C 0.6451 0.0074 -4.1368
C 1.0009 -0.1741 -2.7213
O 0.0122 -0.3534 -1.9525
C 2.3860 -0.1530 -2.4133
C 3.2536 0.0970 -3.4411
N 2.9316 0.3646 -4.7236
C 3.9785 0.5908 -5.6936
C 5.1093 1.4909 -5.3166
C 4.0989 1.9489 -6.3261
C 1.6088 0.2817 -5.1125
C 1.2225 0.4800 -6.4438
C -0.1016 0.3884 -6.8293
N -0.4267 0.6355 -8.1956
C -1.8123 0.8549 -8.6004
C -1.8124 1.2989 -10.0727
N -0.4560 1.8596 -10.3822
C 0.5645 0.7523 -10.4000
C 0.2749 -0.1572 -9.1975
C 3.1093 -0.4324 -1.0541
O 4.3040 -0.7125 -1.1833
O 2.4220 -0.3219 -0.0201
H -1.4519 -0.2825 -3.7844
H 4.3083 0.0756 -3.1978
H 4.2062 -0.2789 -6.2996
H 6.0981 1.2143 -5.6500
H 5.0720 1.9519 -4.3401
H 4.3909 1.9940 -7.3666
H 3.3948 2.7060 -6.0088
H 1.9741 0.7446 -7.1737
H -2.2423 1.6361 -7.9770
H -2.4427 -0.0330 -8.5096
H -2.5609 2.0627 -10.2688
H -1.9637 0.4731 -10.7652
H -0.2025 2.4992 -9.6254
H -0.4495 2.3783 -11.2593
H 1.5445 1.2222 -10.3444
H 0.4666 0.2341 -11.3520
H 1.2140 -0.5303 -8.8003
H -0.3163 -1.0300 -9.5010

=====

Record 5
36
Properties=species:S:1:pos:R:3 method="wB97M-V/def2-TZVPD" e_above_lowest_kj_mol=42.9 smiles="Cc1ccc(S(=O)(=O)NC2CCCC2)cc1C" spin_multiplicity=1 homo_lumo_gap_ev=9.99 homo_energy_ha=-0.341
C 1.0026 2.8146 -2.8066
C 1.1715 1.6939 -1.8290
C 1.9466 1.8736 -0.6886
C 2.1155 0.8518 0.2289
C 1.4956 -0.3592 -0.0025
S 1.7060 -1.6889 1.1792
O 3.0563 -1.6505 1.6602
O 1.2187 -2.8991 0.5856
N 0.7979 -1.3140 2.5225
C -0.6216 -1.0355 2.5743
C -1.4433 -2.0736 1.7971
C -2.6421 -1.2953 1.2635
C -2.0385 0.0523 0.8774
C -1.0423 0.3448 2.0023
C 0.7337 -0.5646 -1.1333
C 0.5606 0.4555 -2.0605
C -0.2716 0.2270 -3.2834
H 1.5354 3.7014 -2.4744
H -0.0511 3.0650 -2.9240
H 1.3838 2.5273 -3.7858
H 2.4267 2.8266 -0.5204
H 2.7300 0.9737 1.1070
H 1.3539 -0.7363 3.1312
H -0.8890 -1.0781 3.6371
H -0.8420 -2.4645 0.9800
H -1.7324 -2.9099 2.4305
H -3.3835 -1.1584 2.0531
H -3.1212 -1.7960 0.4241
H -2.7896 0.8355 0.7803
H -1.5119 -0.0392 -0.0729
H -0.1782 0.9023 1.6420
H -1.5204 0.9360 2.7841
H 0.2940 -1.5386 -1.2850
H -1.1124 0.9197 -3.3103
H 0.3188 0.3894 -4.1841
H -0.6566 -0.7887 -3.2998

=====

Record 6
16
Properties=species:S:1:pos:R:3 method="wB97M-V/def2-TZVPD" e_above_lowest_kj_mol=338.1 spin_multiplicity=1 homo_lumo_gap_ev=8.99 homo_energy_ha=-0.340
C -0.0252 -1.1202 0.2595
C 0.4960 0.1626 -0.4916
C -0.3882 1.0749 0.3552
C -1.3404 -0.3111 0.7370
H -0.1238 -1.9608 -1.6027
H 0.9406 -2.7045 -0.2974
H 0.4278 -1.4567 1.1538
H 0.3213 0.0840 -1.6310
H 2.4376 1.9168 -0.3258
H -0.0446 1.5190 1.3070
H 0.3042 3.0922 0.2975
H -1.8305 -0.4313 1.7520
N -0.1418 -2.3647 -0.5325
S 2.3414 0.1637 -0.1867
S -0.7870 2.6719 -0.3861
Cl -2.5875 -0.3357 -0.4083